# 1
Here is a structure of composition C27H23N6O5Ta from the Open Molecules 2025 dataset. Energies are from ωB97M-V/def2-TZVPD.

ORCA input file:
```
! wB97M-V def2-TZVPD RIJCOSX def2/J DEFGRID3
* xyz 2 1
Ta -0.08 2.56 -1.38
C 1.74 -5.79 3.11
O 1.34 -5.20 1.87
C 0.08 -4.75 1.76
C -0.85 -4.74 2.80
C -2.13 -4.27 2.55
C -2.48 -3.76 1.31
C -1.55 -3.80 0.26
C -0.29 -4.30 0.49
N -3.83 -3.32 1.22
N -4.21 -2.40 0.48
C -3.36 -1.55 -0.26
C -3.51 -1.46 -1.63
C -2.79 -0.51 -2.39
C -1.96 0.35 -1.75
O -1.24 1.37 -2.33
C -1.82 0.31 -0.36
N -0.98 1.26 0.18
C -0.80 1.27 1.50
C -1.45 0.37 2.34
C -2.31 -0.57 1.81
C -2.51 -0.63 0.42
H 2.76 -6.12 2.96
H 1.11 -6.65 3.35
H 1.70 -5.07 3.92
H -0.60 -5.12 3.78
H -2.88 -4.30 3.33
H -1.83 -3.51 -0.74
H 0.43 -4.38 -0.32
H -4.20 -2.13 -2.12
H -2.92 -0.47 -3.46
H -0.12 2.01 1.89
H -1.28 0.43 3.40
H -2.84 -1.26 2.46
O 1.18 3.02 -0.05
C 2.43 2.73 0.42
C 2.82 3.18 1.67
C 4.09 2.88 2.12
C 4.96 2.14 1.34
C 4.57 1.70 0.09
C 3.29 2.00 -0.40
C 2.87 1.58 -1.73
N 1.63 1.66 -2.26
C 1.68 1.13 -3.54
C 2.95 0.74 -3.79
N 3.67 1.02 -2.64
H 2.13 3.77 2.26
H 4.40 3.23 3.10
H 5.96 1.90 1.70
H 5.27 1.12 -0.50
H 0.82 1.09 -4.18
H 3.40 0.30 -4.66
H 4.65 0.85 -2.53
N -1.79 3.98 -0.72
C -2.37 4.62 -1.93
C -1.37 4.57 -3.07
O -1.54 4.97 -4.17
O -0.20 3.96 -2.68
H -2.53 3.53 -0.18
H -1.41 4.70 -0.11
H -2.66 5.66 -1.75
H -3.26 4.08 -2.24
*
```

Summary:
Energy relative to the best compared isomer or geometry (same formula, charge and spin): 0.0 kcal per mole

=====

# 2
Here is a structure of composition C32H24CaN5O5PS5 from the Open Molecules 2025 dataset. Energies are from ωB97M-V/def2-TZVPD.

ORCA input file:
```
! wB97M-V def2-TZVPD RIJCOSX def2/J DEFGRID3
* xyz -2 1
Ca 2.40 1.98 0.12
S 0.11 8.75 -0.35
C 0.34 7.11 -0.16
S 0.16 5.96 -1.41
C 0.52 4.49 -0.52
C 0.85 4.69 0.79
S 1.21 3.55 2.07
S 0.85 6.37 1.30
S 0.36 3.02 -1.46
O 8.81 2.50 0.20
C 7.61 2.38 0.09
C 6.64 3.45 -0.39
O 6.95 4.56 -0.78
C 5.30 2.85 -0.30
C 5.41 1.50 0.18
O 4.39 0.75 0.33
C 6.80 1.13 0.37
O 7.26 0.03 0.68
O 4.18 3.36 -0.61
C -1.89 0.22 -1.36
P -1.80 0.69 0.42
C -2.80 -0.67 1.15
C -3.58 -0.45 2.30
C -4.21 -1.49 2.95
C -4.08 -2.79 2.48
C -3.32 -3.04 1.35
C -2.68 -1.99 0.70
C -2.98 2.09 0.46
C -4.34 1.96 0.17
C -5.16 3.08 0.16
C -4.62 4.33 0.44
C -3.27 4.46 0.73
C -2.45 3.34 0.75
H -1.15 -0.57 -1.56
H -1.60 1.10 -1.93
H -2.88 -0.12 -1.66
H -3.68 0.56 2.67
H -4.81 -1.29 3.83
H -4.57 -3.61 2.99
H -3.20 -4.05 0.98
H -2.08 -2.20 -0.18
H -4.75 0.99 -0.05
H -6.21 2.98 -0.07
H -5.26 5.21 0.42
H -2.85 5.44 0.94
H -1.40 3.44 0.97
C 3.33 -1.42 -1.32
C 2.35 -1.49 -0.20
N 1.71 -0.48 0.33
C 0.97 -0.98 1.38
C 1.16 -2.32 1.49
N 2.05 -2.64 0.47
C 2.39 -3.97 0.08
N 1.19 -4.68 -0.32
N 0.81 -5.80 0.34
N -0.35 -6.16 -0.06
C -0.77 -5.26 -1.02
C -1.97 -5.20 -1.75
C -2.12 -4.15 -2.62
C -1.11 -3.18 -2.78
C 0.07 -3.22 -2.08
C 0.22 -4.30 -1.19
H 3.25 -0.45 -1.80
H 3.16 -2.20 -2.07
H 4.35 -1.49 -0.93
H 0.36 -0.34 1.98
H 0.75 -3.06 2.15
H 2.82 -4.54 0.90
H 3.10 -3.92 -0.74
H -2.74 -5.95 -1.61
H -3.03 -4.06 -3.19
H -1.28 -2.35 -3.47
H 0.82 -2.45 -2.19
*
```

Summary:
Energy relative to the best compared isomer or geometry (same formula, charge and spin): 20.4 kcal per mole

=====

# 3
Here is a structure of composition C4H22NO9 from the Open Molecules 2025 dataset. Energies are from ωB97M-V/def2-TZVPD.

ORCA input file:
```
! wB97M-V def2-TZVPD RIJCOSX def2/J DEFGRID3
* xyz -1 1
C -0.98 -0.57 0.17
O -0.68 -0.64 -1.21
C 0.39 -0.54 0.99
C 0.80 0.91 1.14
C 1.89 1.29 2.10
O 2.17 2.45 2.32
N 1.38 -1.27 0.18
H -1.63 0.31 0.31
H -1.59 -1.47 0.34
H 0.35 -1.13 1.90
H 1.17 1.13 0.12
H -0.05 1.58 1.15
H 2.66 0.54 2.29
H 1.59 -0.77 -0.67
H 0.99 -2.15 -0.12
H -1.09 0.77 -1.63
H -1.52 2.00 -2.56
O -1.46 1.73 -1.65
H 2.63 -0.23 -2.64
H 2.11 -1.08 -3.69
O 2.90 -0.51 -3.52
H -0.92 4.21 0.81
H 0.51 3.94 1.37
O -0.42 4.01 1.60
H -0.04 -1.57 -3.56
H 0.44 -2.86 -2.82
O 0.72 -2.16 -3.45
H -0.87 -1.87 -1.52
H -1.85 -3.01 -2.24
O -1.01 -2.96 -1.80
H -1.93 2.19 3.38
H -0.68 2.33 2.49
O -1.10 1.77 3.14
H -1.97 -2.35 1.80
H -1.38 -1.55 2.84
O -1.52 -2.48 2.64
*
```

Summary:
Energy relative to the best compared isomer or geometry (same formula, charge and spin): 81.2 kcal per mole

=====

# 4
Here is the molecule C5H8O from the Open Molecules 2025 dataset. Energies are from ωB97M-V/def2-TZVPD.

ORCA input file:
```
! wB97M-V def2-TZVPD RIJCOSX def2/J DEFGRID3
* xyz 0 1
C -0.59 0.30 0.98
C -0.32 1.12 -0.28
C 0.85 0.44 -0.89
O 1.81 -0.21 -0.15
C 0.74 -1.06 -0.52
C -0.30 -1.17 0.59
H -1.60 0.44 1.37
H 0.12 0.62 1.74
H -1.17 1.08 -0.98
H -0.10 2.17 -0.09
H 1.24 0.77 -1.87
H 0.49 -1.08 -1.57
H -1.18 -1.69 0.19
H 0.02 -1.74 1.47
*
```

Summary:
SMILES: C1C[C@@H]2O[C@@H]2C1
Energy relative to the best compared isomer or geometry (same formula, charge and spin): 67.6 kcal per mole

=====

# 5
Here is a cluster of 6 separate species, C41H94BrN6O17PS in total from the Open Molecules 2025 dataset. Energies are from ωB97M-V/def2-TZVPD.

ORCA input file:
```
! wB97M-V def2-TZVPD RIJCOSX def2/J DEFGRID3
* xyz -2 1
C 7.91 -5.36 1.97
O 6.92 -6.26 1.55
C 7.29 -7.07 0.45
C 6.79 -6.56 -0.89
C 5.28 -6.78 -1.13
C 4.39 -5.52 -1.23
N 3.45 -5.38 -0.13
C 2.46 -6.45 -0.07
C 2.33 -7.12 1.33
C 3.63 -7.16 2.11
Br 3.32 -7.14 4.06
C 2.80 -4.06 -0.07
C 1.97 -3.67 -1.36
O 1.73 -4.57 -2.18
O 1.66 -2.48 -1.40
C 1.85 -4.03 1.21
O 0.63 -4.10 1.00
O 2.46 -3.95 2.30
P 3.98 -2.69 0.25
O 4.48 -2.08 -1.16
O 3.12 -1.49 0.87
S 5.55 -3.06 1.35
H 8.83 -5.90 2.25
H 7.52 -4.84 2.84
H 8.13 -4.61 1.20
H 6.85 -8.05 0.65
H 8.39 -7.20 0.43
H 7.35 -7.15 -1.63
H 7.07 -5.51 -1.05
H 5.17 -7.32 -2.08
H 4.92 -7.45 -0.35
H 5.02 -4.64 -1.29
H 3.85 -5.59 -2.19
H 1.48 -6.10 -0.37
H 2.73 -7.23 -0.80
H 1.54 -6.65 1.92
H 2.00 -8.15 1.15
H 4.26 -6.29 1.92
H 4.18 -8.08 1.95
H 5.44 -2.11 -1.11
H 2.90 -1.78 1.78
C -2.26 1.38 -3.15
O -1.70 0.67 -2.08
C -0.59 -0.18 -2.44
C 0.72 0.36 -1.93
N 1.10 1.60 -2.61
C 2.22 2.31 -2.02
C 2.10 2.76 -0.57
O 1.13 3.78 -0.35
C -0.20 3.30 -0.25
H -3.20 1.81 -2.80
H -1.62 2.20 -3.52
H -2.48 0.72 -4.00
H -0.56 -0.32 -3.53
H -0.75 -1.15 -1.98
H 1.48 -0.41 -2.09
H 0.62 0.50 -0.85
H 0.29 2.22 -2.62
H 2.38 3.21 -2.62
H 3.12 1.69 -2.11
H 3.06 3.21 -0.28
H 1.93 1.92 0.11
H -0.24 2.31 0.22
H -0.71 3.25 -1.22
H -0.75 4.00 0.38
C -2.39 -7.78 0.70
O -1.43 -7.39 1.64
C -1.46 -5.99 1.98
C -1.97 -5.80 3.39
N -3.38 -6.15 3.53
C -3.86 -6.24 4.90
C -3.20 -7.26 5.83
O -3.47 -8.61 5.51
C -2.64 -9.16 4.50
H -2.14 -8.79 0.37
H -3.41 -7.80 1.11
H -2.39 -7.12 -0.18
H -2.06 -5.43 1.25
H -0.45 -5.60 1.92
H -1.83 -4.75 3.67
H -1.33 -6.41 4.04
H -3.55 -7.03 3.07
H -4.93 -6.47 4.87
H -3.76 -5.25 5.37
H -3.63 -7.10 6.83
H -2.12 -7.10 5.92
H -1.63 -8.74 4.53
H -3.06 -9.01 3.50
H -2.58 -10.24 4.68
C -7.31 6.40 -4.60
O -7.03 5.05 -4.35
C -5.89 4.53 -5.03
C -4.74 4.26 -4.09
N -4.17 5.50 -3.58
C -3.21 5.33 -2.49
C -3.68 4.67 -1.20
O -4.59 5.44 -0.44
C -5.94 5.35 -0.84
H -8.29 6.61 -4.19
H -6.58 7.08 -4.12
H -7.32 6.62 -5.67
H -5.59 5.20 -5.84
H -6.20 3.58 -5.48
H -3.96 3.72 -4.64
H -5.11 3.60 -3.29
H -4.92 6.10 -3.26
H -2.83 6.32 -2.24
H -2.36 4.76 -2.88
H -2.80 4.55 -0.57
H -4.08 3.66 -1.36
H -6.18 4.35 -1.21
H -6.21 6.08 -1.60
H -6.56 5.54 0.04
C 0.89 10.12 -3.56
O 1.73 9.27 -2.82
C 1.05 8.42 -1.90
C 1.07 6.97 -2.35
N 0.24 6.75 -3.53
C 0.43 5.45 -4.16
C 1.81 5.10 -4.72
O 2.20 5.86 -5.85
C 2.77 7.12 -5.56
H 1.53 10.85 -4.06
H 0.32 9.59 -4.33
H 0.19 10.66 -2.91
H 0.02 8.76 -1.75
H 1.57 8.49 -0.95
H 0.70 6.34 -1.53
H 2.12 6.70 -2.52
H 0.43 7.47 -4.21
H -0.28 5.39 -4.99
H 0.15 4.66 -3.45
H 1.75 4.06 -5.07
H 2.59 5.13 -3.96
H 3.34 7.10 -4.63
H 2.01 7.91 -5.50
H 3.44 7.37 -6.38
C -2.97 3.56 6.39
O -3.30 2.72 5.32
C -3.10 3.28 4.03
C -1.92 2.66 3.31
N -0.66 3.03 3.93
C 0.51 2.29 3.44
C 0.54 0.78 3.60
O 0.67 0.35 4.95
C -0.54 0.27 5.67
H -3.36 3.10 7.30
H -1.89 3.69 6.51
H -3.43 4.55 6.28
H -2.98 4.37 4.10
H -4.00 3.08 3.45
H -1.93 3.01 2.27
H -2.08 1.57 3.29
H -0.73 2.89 4.93
H 1.38 2.70 3.95
H 0.63 2.53 2.38
H 1.44 0.42 3.09
H -0.31 0.28 3.12
H -1.37 -0.03 5.04
H -0.79 1.21 6.17
H -0.40 -0.49 6.44
*
```

=====

# 6
Here is a cluster of 3 separate species, C14H11F9O10S3 in total from the Open Molecules 2025 dataset. Energies are from ωB97M-V/def2-TZVPD.

ORCA input file:
```
! wB97M-V def2-TZVPD RIJCOSX def2/J DEFGRID3
* xyz 0 1
O 6.09 -3.25 2.60
C 5.86 -1.91 2.68
C 6.89 -0.84 1.95
C 6.35 0.49 1.59
S 7.31 1.89 0.75
C 4.74 0.83 1.90
O 4.15 1.66 1.04
C 4.03 0.08 3.17
C 2.81 0.66 4.10
F 3.24 2.03 4.55
F 2.61 -0.11 5.38
C 1.37 0.85 3.33
F 0.41 1.36 4.37
F 1.47 1.95 2.32
C 0.71 -0.53 2.75
F -0.78 -0.40 2.97
F 1.12 -1.77 3.46
C 0.90 -0.78 1.14
F 2.33 -1.03 0.73
F 0.19 -2.08 0.84
F 0.24 0.24 0.27
C 4.58 -1.28 3.56
H 8.01 -1.08 1.70
H 6.41 2.99 0.62
H 4.18 -1.92 4.47
C -1.30 -1.97 -2.41
C -1.88 -0.59 -2.74
O -1.56 -0.37 -4.11
S -1.56 -1.80 -4.89
O -2.84 -1.96 -5.54
O -0.30 -1.94 -5.59
O -1.53 -2.76 -3.57
H -0.22 -1.92 -2.24
H -1.78 -2.42 -1.54
H -1.45 0.19 -2.11
H -2.97 -0.59 -2.64
C -7.26 1.79 -1.96
C -6.58 1.68 -3.32
O -5.21 2.00 -3.07
S -4.81 1.49 -1.58
O -4.16 0.20 -1.69
O -4.22 2.60 -0.86
O -6.32 1.26 -1.02
H -7.45 2.83 -1.69
H -8.19 1.22 -1.92
H -7.01 2.37 -4.05
H -6.62 0.66 -3.70
*
```

Summary:
SMILES: O=C1C=C(S)C(=O)C(C(F)(F)C(F)(F)C(F)(F)C(F)(F)F)=C1.O=S1(=O)OCCO1.O=S1(=O)OCCO1

=====

# 7
Here is a cluster of 2 separate species, C6H14O in total from the Open Molecules 2025 dataset. Energies are from ωB97M-V/def2-TZVPD.

ORCA input file:
```
! wB97M-V def2-TZVPD RIJCOSX def2/J DEFGRID3
* xyz -1 2
C 0.70 2.76 1.08
C -0.44 2.14 0.40
C -0.54 0.67 0.50
C 0.74 0.00 -0.10
C 1.62 -0.57 0.78
C 1.10 0.15 -1.60
H 0.73 3.86 1.27
H 0.91 2.42 2.16
H 1.67 2.42 0.58
H -0.21 2.56 -0.74
H -1.32 2.72 0.68
H -1.31 0.54 -0.24
H -1.00 0.10 1.37
H 2.58 -1.16 0.30
H 1.41 -0.57 1.83
H 0.68 -0.79 -2.13
H 2.17 0.06 -1.57
H 0.78 1.04 -2.05
H -2.95 -4.56 0.04
H -2.60 -3.48 -1.01
O -2.57 -4.50 -0.85
*
```

Summary:
Energy relative to the best compared isomer or geometry (same formula, charge and spin): 41.0 kcal per mole

=====

# 8
Here is the molecule C24H29NO3 from the Open Molecules 2025 dataset. Energies are from ωB97M-V/def2-TZVPD.

ORCA input file:
```
! wB97M-V def2-TZVPD RIJCOSX def2/J DEFGRID3
* xyz 0 1
C -4.09 -0.48 -2.20
C -4.40 -0.48 -0.73
C -5.71 -0.21 -0.34
C -6.09 -0.21 0.99
C -5.15 -0.53 1.96
C -3.85 -0.80 1.59
C -3.45 -0.76 0.25
C -2.00 -1.05 -0.04
H -1.89 -1.46 -1.05
H -1.66 -1.81 0.66
C -1.05 0.16 0.11
C -1.41 1.28 -0.87
C -0.35 2.38 -0.93
C 1.04 1.78 -1.19
N 1.32 0.76 -0.20
C 2.10 0.89 0.90
O 2.04 0.08 1.81
C 3.11 2.03 0.94
H 2.62 2.98 0.73
C 4.28 1.81 -0.03
C 5.01 0.53 0.35
O 6.05 0.56 0.97
C 4.35 -0.74 -0.02
C 4.38 -1.78 0.90
C 3.74 -2.98 0.64
C 3.07 -3.15 -0.56
C 3.06 -2.14 -1.50
C 3.69 -0.93 -1.23
H 3.69 -0.16 -1.99
H 2.57 -2.28 -2.45
H 2.57 -4.08 -0.77
H 3.75 -3.77 1.37
H 4.91 -1.63 1.83
H 4.98 2.65 0.06
H 3.93 1.75 -1.06
H 3.50 2.06 1.96
C 0.37 -0.33 -0.25
H 0.70 -1.11 0.43
H 0.38 -0.73 -1.27
H 1.80 2.56 -1.18
H 1.05 1.30 -2.17
H -0.33 2.94 0.00
H -0.59 3.08 -1.73
H -2.37 1.72 -0.59
H -1.51 0.85 -1.87
C -1.07 0.67 1.57
H -0.43 1.55 1.66
O -0.68 -0.31 2.50
H 0.29 -0.39 2.47
H -2.09 0.96 1.82
H -3.12 -1.07 2.34
H -5.44 -0.56 3.00
H -7.11 0.01 1.26
H -6.44 0.01 -1.10
H -3.68 0.48 -2.51
H -3.38 -1.26 -2.47
H -5.01 -0.64 -2.77
*
```

Summary:
SMILES: Cc1ccccc1C[C@]1(CO)CCCN(C(=O)CCC(=O)c2ccccc2)C1
Energy relative to the best compared isomer or geometry (same formula, charge and spin): 1.5 kcal per mole

=====

Record order is preserved below.
Maximum force: 0.26, 0.63, 2.43, 2.79, 1.11, 8.96, 5.00, 0.64 eV/Å
Record order is preserved below.
DFT total energy: -49091.916, -133171.542, -24423.434, -7359.325, -177953.157, -92120.796, -8493.141, -32992.510 eV